12
Properties=species:S:1:pos:R:3 method="wB97M-V/def2-TZVPD" e_homo_ev=-15.5 total_energy_ha=-247.86196 total_charge=+1 e_above_lowest_kj_mol=63.7
C -0.67 0.69 -0.14
N -0.79 0.19 1.03
H -0.78 1.76 -0.26
H -0.51 0.02 -0.97
H -0.56 -0.80 1.18
H -1.24 0.78 1.72
H 0.55 -2.43 2.23
H 0.35 -3.29 1.05
O 0.08 -2.43 1.39
H 1.79 1.97 -1.70
H 1.15 1.33 -3.00
O 0.98 1.83 -2.19

---

115
Properties=species:S:1:pos:R:3 method="wB97M-V/def2-TZVPD" spin_multiplicity=2 e_homo_ev="-6.4 / -7.2" total_energy_ha=-3530.32759 e_above_lowest_kj_mol=0.0
Pd -1.06 -1.28 -0.43
N -1.88 -5.40 -1.26
C -2.99 -4.99 -1.97
C -3.86 -5.65 -2.82
C -4.88 -4.90 -3.37
C -5.02 -3.54 -3.10
C -4.15 -2.88 -2.25
C -3.13 -3.63 -1.67
N -2.14 -3.25 -0.80
C -1.40 -4.32 -0.59
C -0.20 -4.29 0.23
C 0.74 -5.26 0.38
S 2.03 -4.68 1.35
C 1.20 -3.17 1.50
N 0.07 -3.12 0.89
H -1.48 -6.32 -1.28
H -3.75 -6.70 -3.05
H -5.58 -5.38 -4.05
H -5.83 -2.99 -3.56
H -4.22 -1.82 -2.06
H 0.77 -6.25 -0.05
H 1.62 -2.36 2.08
C 3.19 -0.74 -7.63
C 2.36 -0.96 -6.39
C 2.81 -1.75 -5.35
C 2.07 -1.95 -4.19
C 2.64 -2.90 -3.17
C 0.82 -1.31 -4.06
C 0.32 -0.54 -5.13
C -1.03 0.13 -5.14
C 1.10 -0.38 -6.27
C 0.05 -1.39 -2.76
O -1.15 -1.04 -2.70
O 0.65 -1.80 -1.71
H 4.20 -1.11 -7.48
H 3.24 0.32 -7.88
H 2.75 -1.27 -8.48
H 3.78 -2.24 -5.44
H 3.55 -3.37 -3.57
H 1.93 -3.68 -2.92
H 2.89 -2.40 -2.24
H -1.13 0.82 -4.30
H -1.82 -0.60 -5.04
H -1.16 0.69 -6.07
H 0.71 0.21 -7.09
C -3.94 -0.76 3.95
N -3.57 0.53 3.36
C -4.74 1.10 2.70
N -5.34 0.22 1.70
C -5.66 -1.06 2.33
N -4.51 -1.69 2.98
C -3.52 -2.13 2.00
P -2.83 -0.72 1.01
C -2.45 0.40 2.44
C -4.47 0.05 0.55
H -4.69 -0.58 4.72
H -3.06 -1.21 4.40
H -4.45 2.04 2.22
H -5.49 1.31 3.46
H -6.06 -1.74 1.58
H -6.42 -0.88 3.09
H -3.98 -2.86 1.32
H -2.70 -2.63 2.52
H -2.18 1.39 2.05
H -1.58 0.00 2.96
H -4.96 -0.60 -0.19
H -4.28 1.02 0.08
C -1.58 1.81 -1.41
C -0.78 1.70 -0.12
O -0.71 2.76 0.59
N -0.17 0.57 0.20
Te 1.11 1.12 2.01
C 1.71 2.37 3.76
C 3.04 2.31 4.21
C 4.12 1.62 3.43
C 3.36 2.93 5.41
C 2.42 3.59 6.18
C 2.77 4.23 7.50
C 1.11 3.63 5.71
C 0.74 3.03 4.51
C -0.70 3.14 4.07
C 2.43 2.07 0.62
C 3.16 1.24 -0.23
C 3.08 -0.27 -0.22
C 4.05 1.81 -1.14
C 4.24 3.18 -1.21
C 5.21 3.78 -2.20
C 3.50 3.98 -0.36
C 2.58 3.47 0.55
C 1.81 4.45 1.38
H -2.26 2.65 -1.35
H -2.12 0.89 -1.63
H -0.87 1.98 -2.22
H 3.84 0.59 3.19
H 5.05 1.59 4.01
H 4.32 2.13 2.49
H 4.39 2.88 5.76
H 3.81 4.03 7.77
H 2.13 3.84 8.29
H 2.63 5.31 7.45
H 0.35 4.15 6.29
H -1.10 4.12 4.32
H -1.31 2.38 4.56
H -0.78 3.00 2.99
H 2.17 -0.64 0.22
H 3.94 -0.69 0.31
H 3.11 -0.64 -1.25
H 4.61 1.15 -1.80
H 5.92 3.04 -2.55
H 5.76 4.61 -1.75
H 4.67 4.17 -3.06
H 3.62 5.06 -0.42
H 1.71 5.39 0.83
H 2.33 4.66 2.32
H 0.82 4.08 1.61

---

20
Properties=species:S:1:pos:R:3 method="wB97M-V/def2-TZVPD" smiles=C[Si](C)(C)n1nnc([NH-])n1 e_homo_ev=-2.5 total_energy_ha=-721.72974 total_charge=-1 e_above_lowest_kj_mol=0.3
C 2.84 -0.41 0.10
C -1.79 1.76 0.31
C -1.34 -1.21 1.27
C -1.01 -0.47 -1.74
N 2.92 1.00 0.03
N 1.55 -0.75 0.33
N 1.74 1.47 0.17
N 0.90 0.45 0.36
N 3.81 -1.25 -0.03
Si -0.77 0.16 0.06
H -1.99 2.26 -0.63
H -2.75 1.54 0.77
H -1.27 2.46 0.96
H -1.92 -0.81 2.10
H -1.95 -1.95 0.76
H -0.47 -1.71 1.67
H -0.13 -1.02 -2.04
H -1.87 -1.13 -1.82
H -1.16 0.35 -2.44
H 4.68 -0.73 -0.19

---

15
Properties=species:S:1:pos:R:3 method="wB97M-V/def2-TZVPD" e_homo_ev=-7.2 total_energy_ha=-287.71086 e_above_lowest_kj_mol=319.2
C 1.68 1.04 0.01
C -1.42 -1.34 0.11
C 0.80 -0.19 -0.02
C -0.57 -0.12 -0.09
N -1.25 1.08 -0.11
O 1.40 -1.42 0.30
H 1.48 -1.12 -0.82
H -0.73 1.93 0.01
H -2.25 1.06 0.03
H 1.46 1.73 -0.81
H 1.55 1.58 0.95
H 2.72 0.74 -0.10
H -1.72 -1.41 1.16
H -2.32 -1.30 -0.50
H -0.85 -2.24 -0.12

---

14
Properties=species:S:1:pos:R:3 method="wB97M-V/def2-TZVPD" e_homo_ev=-13.4 total_energy_ha=-249.53761 total_charge=+1 e_above_lowest_kj_mol=754.9
C -0.90 -0.34 1.74
C 0.02 -0.09 0.83
C 0.92 0.14 3.34
C -0.32 -0.22 -2.97
C 0.17 0.63 -1.89
N 0.31 0.04 2.23
H -1.81 -0.93 2.03
H 1.88 0.45 3.59
H 0.20 -0.20 4.13
H -1.46 -0.25 -3.15
H 0.03 -1.24 -2.90
H 0.09 0.23 -3.85
H -0.41 1.24 -1.37
H 1.27 0.54 -1.76

---

37
Properties=species:S:1:pos:R:3 method="wB97M-V/def2-TZVPD" smiles=CCN[C@@H](C)C(C)C.O.O.O.O e_homo_ev=-9.1 total_energy_ha=-637.37972 e_above_lowest_kj_mol=128.0
C -0.66 2.24 0.25
N 0.07 0.97 0.43
C -0.41 0.28 1.65
C 0.61 -0.88 1.89
C 0.50 -1.37 3.32
C 0.67 -1.97 0.84
C -1.86 -0.18 1.56
C 0.15 3.27 -0.54
H -0.75 2.67 1.24
H -1.63 2.12 -0.23
H 0.07 0.34 -0.36
H -0.27 1.02 2.44
H 1.52 -0.28 1.79
H -0.47 -1.69 3.70
H 1.29 -2.08 3.56
H 0.83 -0.59 4.02
H 0.27 -2.90 1.26
H 0.17 -1.82 -0.12
H 1.69 -2.20 0.53
H -2.46 0.72 1.48
H -2.02 -0.74 0.63
H -2.13 -0.85 2.38
H -0.31 4.23 -0.37
H 1.20 3.41 -0.26
H 0.08 3.01 -1.60
H -1.18 0.79 -3.35
H -0.04 0.74 -4.32
O -0.97 0.48 -4.24
H 0.82 -0.67 -3.62
H 1.98 -1.70 -3.76
O 1.05 -1.54 -3.94
H -1.55 -2.33 -2.23
H -1.32 -2.96 -0.87
O -1.97 -2.45 -1.37
H 1.92 1.55 -0.83
H 2.55 0.54 -0.03
O 2.57 0.83 -0.95

---

Please write out number 4 again, unchanged.
15
Properties=species:S:1:pos:R:3 method="wB97M-V/def2-TZVPD" e_homo_ev=-7.2 total_energy_ha=-287.71086 e_above_lowest_kj_mol=319.2
C 1.68 1.04 0.01
C -1.42 -1.34 0.11
C 0.80 -0.19 -0.02
C -0.57 -0.12 -0.09
N -1.25 1.08 -0.11
O 1.40 -1.42 0.30
H 1.48 -1.12 -0.82
H -0.73 1.93 0.01
H -2.25 1.06 0.03
H 1.46 1.73 -0.81
H 1.55 1.58 0.95
H 2.72 0.74 -0.10
H -1.72 -1.41 1.16
H -2.32 -1.30 -0.50
H -0.85 -2.24 -0.12